DFT (the ωB97M-V functional and the def2-TZVPD basis) results for the ion C7H11N2O2 with charge -1.

Atoms and positions in Å:
C 0.2176 -1.6611 -0.0368
C 0.7718 -0.9221 1.0706
C -1.7527 -0.1111 -0.5429
C -0.7379 -1.1765 -0.8385
C -1.0735 -1.9965 -2.0204
C 0.6327 1.0915 2.2693
C 1.1434 2.3691 -0.3664
N 0.9505 0.3824 1.0358
N 1.2720 0.9462 -0.1086
O -2.7878 -0.1571 -1.2526
O -1.5675 0.6547 0.4312
H 0.6730 -2.6689 -0.1545
H 0.6345 -1.4081 2.0180
H -0.4614 -1.6999 -2.9955
H -2.1795 -1.9102 -2.3386
H -0.8472 -3.0503 -1.9693
H 1.5891 1.5340 2.4516
H -0.1911 1.7262 1.9759
H 0.3131 0.2958 2.9529
H 1.6248 2.9647 0.4191
H 1.6820 2.3459 -1.2575
H 0.0941 2.4513 -0.7428

Values from the calculation:
E_LUMO (spin up / spin down) ... 3.69 / 3.69 eV
Maximum force ... 0.0761 Eh/bohr
Total charge ... -1